Record 1
DFT (the ωB97M-V functional and the def2-TZVPD basis) results for 10 unconnected molecules or ions with the total composition C33H50F6N2O13P in a non-equilibrium geometry.

```
105
Properties=species:S:1:pos:R:3:forces:R:3
P -0.363 -0.983 1.499 1.417 -0.222 -2.040
F 0.176 -1.283 3.002 -0.732 -0.534 -0.087
F 0.796 -1.911 0.852 1.182 -0.784 0.380
F -1.264 -2.299 1.395 -1.326 0.332 1.059
F -0.722 -0.628 -0.091 -1.295 0.236 0.641
F -1.514 -0.001 2.090 -0.123 -0.867 -0.429
F 0.654 0.215 1.418 0.842 1.845 0.459
O 4.632 1.711 -4.167 -0.106 -1.225 0.321
C 5.120 0.606 -4.071 -0.769 2.002 -1.426
O 6.333 0.463 -3.577 1.650 1.773 1.169
C 6.921 -0.796 -3.732 -1.334 -1.137 0.386
C 5.647 -1.636 -3.921 -0.154 -1.060 0.123
C 4.671 -0.709 -4.618 -0.312 -0.620 0.275
H 7.316 -1.089 -2.759 0.740 0.167 -0.339
H 7.646 -0.744 -4.544 0.022 -0.318 0.076
H 5.255 -1.783 -2.915 -0.003 0.000 0.163
H 5.715 -2.652 -4.311 0.355 0.214 -0.399
H 3.644 -0.924 -4.325 0.001 0.130 -0.296
H 4.776 -0.707 -5.703 -0.116 0.084 -0.036
O 5.989 6.516 2.973 0.747 -1.431 -1.079
C 6.383 5.406 2.685 1.623 1.912 0.902
O 7.663 5.182 2.088 -1.035 0.619 0.647
C 8.027 3.773 2.007 -0.983 1.268 1.185
C 6.781 3.107 2.573 -0.886 -2.388 -0.344
C 5.783 4.121 3.084 -0.345 -0.538 -0.542
H 8.776 3.458 2.734 0.710 0.946 -0.192
H 8.421 3.630 1.001 -0.630 -0.487 0.006
H 7.049 2.494 3.434 0.180 -0.305 -0.309
H 6.304 2.454 1.842 0.039 -0.112 0.032
H 5.595 4.034 4.154 0.444 0.431 0.075
H 4.778 4.011 2.677 0.107 0.076 -0.395
O 2.288 -7.052 -6.623 -0.347 0.263 -0.015
C 1.535 -6.873 -5.694 3.287 -4.436 -0.305
O 0.800 -5.876 -5.537 -2.129 4.748 -0.972
C 0.083 -5.874 -4.338 -1.708 1.187 0.576
C 0.727 -6.900 -3.498 -0.546 -1.660 0.597
C 1.348 -7.834 -4.504 0.791 0.626 -1.199
H -0.978 -6.012 -4.542 -0.036 -0.657 -0.315
H 0.044 -4.914 -3.823 0.732 0.360 -0.472
H -0.085 -7.503 -3.090 0.384 0.496 1.399
H 1.453 -6.407 -2.853 -0.242 -0.590 0.444
H 0.641 -8.583 -4.860 0.088 -0.234 0.188
H 2.312 -8.282 -4.264 -0.270 -0.073 0.105
O 0.296 2.866 -8.703 -0.210 -0.703 -0.505
C -0.224 2.727 -7.631 1.732 0.221 -1.089
O -0.263 3.791 -6.828 -1.607 0.819 0.143
C -1.091 3.550 -5.659 2.057 -1.294 -0.165
C -0.999 2.045 -5.554 0.104 -2.177 1.451
C -0.738 1.496 -6.951 -1.310 0.446 0.251
H -2.152 3.792 -5.729 0.368 1.018 -0.198
H -0.414 4.006 -4.937 -1.318 0.387 0.738
H -1.842 1.553 -5.068 -0.455 0.337 -0.232
H -0.203 1.679 -4.906 0.446 0.592 0.018
H -1.690 1.248 -7.418 -0.064 -0.098 -0.241
H -0.127 0.595 -6.991 0.272 0.450 -0.156
O -8.559 -4.752 5.332 2.449 1.742 1.103
C -7.869 -3.722 5.442 -3.522 -2.643 -1.632
O -6.572 -3.616 5.341 1.886 -2.328 0.876
C -6.146 -2.445 4.683 -0.698 0.578 -0.332
C -7.347 -1.534 4.846 0.205 2.551 0.659
C -8.460 -2.391 5.364 -1.822 1.440 0.147
H -6.026 -2.732 3.639 0.481 0.230 -0.003
H -5.241 -2.051 5.145 -0.010 -0.286 -0.232
H -7.524 -0.831 4.031 -0.253 -0.657 -0.481
H -7.222 -0.823 5.663 0.858 0.081 0.028
H -9.413 -2.378 4.835 0.294 -0.326 -0.463
H -8.768 -2.002 6.335 0.160 -0.383 0.310
O -2.034 8.491 -1.596 1.501 0.370 1.832
C -1.144 8.158 -0.816 -3.380 -1.226 -2.699
O 0.126 8.454 -1.022 -0.387 0.839 -1.085
C 0.932 7.550 -0.361 2.525 0.052 2.902
C 0.072 6.498 0.328 0.311 -1.303 -1.350
C -1.271 7.038 0.197 -2.457 0.967 0.620
H 1.428 8.147 0.404 0.580 -0.096 0.057
H 1.700 7.113 -1.000 -0.264 0.182 -0.247
H 0.181 6.155 1.356 1.146 0.086 -0.338
H 0.048 5.693 -0.407 0.534 -0.782 0.663
H -1.696 7.367 1.145 0.058 0.501 0.015
H -1.974 6.271 -0.128 -0.164 0.390 -0.366
C -0.488 3.969 6.120 2.042 -1.587 0.490
O -1.619 4.178 5.407 -2.317 1.215 -1.591
H -0.037 4.823 6.625 -0.504 0.261 0.060
H -0.711 3.151 6.806 0.580 0.051 0.602
H 0.242 3.608 5.396 0.739 -0.138 0.477
H -1.475 3.720 4.575 -0.539 0.157 -0.065
N 1.364 -6.724 5.384 1.360 -0.580 1.076
C 1.258 -7.902 6.129 1.440 0.364 1.019
C 2.393 -7.976 6.986 -0.582 0.519 -1.685
C 3.224 -6.882 6.635 -0.346 0.709 0.303
C 2.569 -6.113 5.724 -0.668 -0.156 -0.943
H 0.698 -6.301 4.754 0.040 -0.420 0.155
H 0.486 -8.640 5.966 -0.148 0.359 0.089
H 2.775 -8.665 7.725 -0.811 -0.520 -0.206
H 4.169 -6.578 7.061 -0.013 -0.286 0.081
H 2.919 -5.231 5.208 -0.277 0.042 0.098
N -6.375 0.265 -1.619 -1.586 -0.705 0.139
C -6.606 1.493 -1.073 3.869 -0.376 1.040
C -7.711 2.049 -1.580 0.309 2.655 1.530
C -8.288 1.110 -2.330 -1.685 -4.283 -2.772
C -7.504 -0.083 -2.330 -0.248 2.172 -0.510
H -5.606 -0.359 -1.419 -0.158 0.291 0.179
H -5.810 1.837 -0.428 -0.255 0.495 0.039
H -8.018 3.076 -1.449 -0.119 -0.176 0.205
H -9.207 1.233 -2.884 -0.009 -0.165 -0.026
H -7.570 -0.984 -2.922 -0.074 0.087 0.197
```
Forces are in eV/Å.

Values from the calculation:
E_LUMO = 1.714 eV
HOMO = -6.67 eV
Kohn-Sham gap = 8.39 eV
net charge = -1



Record 2
DFT (the ωB97M-V functional and the def2-TZVPD basis) results for a molecular structure, C29H20Cl5N7O4SeTi.

```
67
Properties=species:S:1:pos:R:3:forces:R:3
Ti 0.790 -0.271 -0.414 0.419 0.236 -0.034
C 2.490 -1.058 3.685 0.032 -0.002 -0.006
C 1.376 -1.008 4.516 0.020 -0.013 0.043
C 0.204 -0.496 4.021 -0.057 0.024 -0.076
C 0.140 -0.046 2.691 0.038 0.162 0.028
N 1.202 -0.157 1.874 -0.111 -0.144 -0.021
C 2.347 -0.634 2.382 -0.019 0.082 0.003
N -1.058 0.526 2.308 0.040 -0.040 -0.024
C -1.110 1.364 1.315 0.044 -0.023 0.094
N -0.152 1.731 0.427 0.015 -0.109 0.014
C -0.627 2.845 -0.258 -0.055 -0.017 0.036
N -0.026 3.698 -0.986 0.016 0.045 -0.068
C 1.368 3.731 -1.086 0.007 0.020 0.016
C 1.945 3.817 -2.357 0.023 -0.024 -0.019
C 3.315 3.868 -2.455 0.000 0.000 0.007
C 4.077 3.878 -1.289 0.005 0.001 -0.011
C 3.406 3.845 -0.082 -0.009 -0.006 0.006
N 2.081 3.785 0.036 0.017 -0.004 -0.009
C -2.076 3.021 0.058 0.010 0.003 -0.008
C -3.031 3.894 -0.425 0.004 -0.008 -0.002
C -4.312 3.805 0.112 -0.007 -0.002 0.006
C -4.607 2.886 1.121 -0.005 0.007 -0.013
C -3.627 2.033 1.619 0.009 -0.014 -0.012
C -2.368 2.116 1.057 -0.005 0.015 0.022
H 3.441 -1.446 4.022 0.004 0.006 -0.005
H 1.432 -1.363 5.539 -0.004 -0.002 0.000
H -0.694 -0.418 4.617 0.001 -0.001 0.003
H 3.181 -0.673 1.699 -0.026 -0.011 0.034
H 1.313 3.745 -3.229 -0.015 -0.007 -0.006
H 3.790 3.868 -3.428 0.005 0.004 -0.002
H 5.158 3.892 -1.317 0.001 -0.001 0.000
H 3.961 3.859 0.852 0.001 0.004 0.002
H -2.781 4.607 -1.200 -0.001 0.000 -0.001
H -5.095 4.459 -0.255 -0.002 -0.003 0.001
H -5.613 2.844 1.523 0.001 0.002 -0.001
H -3.828 1.319 2.408 -0.001 0.004 0.003
Cl 4.643 -0.653 -0.257 0.009 -0.023 -0.070
C 3.608 -2.076 -0.358 0.016 0.077 0.079
C 2.265 -1.913 -0.436 0.078 0.033 -0.024
C 1.398 -3.134 -0.484 -0.127 0.286 -0.034
Cl -1.211 -2.623 -0.053 -0.344 -0.444 0.107
C 2.114 -4.438 -0.422 -0.092 -0.110 0.075
Cl 1.101 -5.845 -0.473 0.058 0.044 0.011
C 3.461 -4.523 -0.329 0.008 0.012 -0.027
Cl 4.245 -6.073 -0.221 0.014 -0.026 -0.004
C 4.254 -3.341 -0.314 -0.003 -0.041 0.007
Cl 5.974 -3.474 -0.251 0.017 -0.011 0.009
C -5.368 -2.773 -0.998 0.056 0.047 -0.040
C -3.916 -2.377 -0.897 0.164 -0.055 0.041
C -2.992 -3.196 -0.390 -0.134 0.135 -0.050
C -1.508 -0.550 -0.697 0.167 0.591 -0.027
N -2.616 -0.336 -1.110 -0.204 -0.244 -0.043
N -3.697 -1.102 -1.450 -0.099 -0.038 0.047
C 0.426 -2.813 0.647 0.123 -0.222 0.019
H -5.488 -3.826 -0.758 0.013 -0.001 0.023
H -5.745 -2.604 -2.010 0.001 0.000 0.004
H -5.975 -2.184 -0.304 -0.016 0.011 -0.014
H -3.283 -4.161 0.011 0.075 -0.013 0.011
H -4.515 -0.516 -1.495 -0.037 -0.032 -0.002
H -0.906 -3.155 -1.391 -0.034 -0.104 -0.187
H -1.569 -2.206 1.272 -0.009 0.090 0.024
H 0.836 -3.083 -1.447 0.107 -0.110 -0.065
O 1.125 1.283 -4.052 -0.002 0.015 0.025
Se 1.746 0.232 -2.998 -0.031 0.013 -0.032
O 0.543 -0.796 -2.396 -0.065 0.051 0.007
O 2.011 0.957 -1.490 -0.108 -0.109 0.105
O 3.029 -0.566 -3.549 0.005 -0.007 0.028
```
Forces are in eV/Å.

Values from the calculation:
E_LUMO (alpha / beta) = 4.028 / 4.026 eV
HOMO (alpha / beta) = -0.81 / -1.00 eV
Kohn-Sham gap (alpha / beta) = 4.83 / 5.03 eV
net charge = -2
multiplicity = 3



Record 3
DFT (the ωB97M-V functional and the def2-TZVPD basis) results for a molecular structure, C3H6CuLiO5 in a non-equilibrium geometry.

```
16
Properties=species:S:1:pos:R:3:forces:R:3
O -2.543 4.714 5.312 -0.050 0.198 0.167
C -3.327 3.865 4.503 0.017 -0.466 -0.364
C -4.768 3.978 4.973 0.281 0.469 0.333
O -5.637 3.145 4.231 -0.573 -0.699 -0.661
H -1.642 4.734 4.980 -0.013 -0.041 -0.025
H -2.999 2.814 4.588 -0.128 0.229 -0.065
H -3.265 4.149 3.438 -0.032 -0.040 0.207
H -5.105 5.024 4.916 0.118 -0.217 0.041
H -4.836 3.652 6.021 -0.027 0.125 -0.314
Cu -5.942 0.937 4.427 1.143 -0.096 -1.623
O -5.767 0.634 1.926 0.571 0.254 0.529
C -4.893 -0.247 2.194 -2.256 -0.308 -0.756
O -4.513 -0.371 3.450 0.636 -0.227 1.937
O -4.506 -1.154 1.385 1.099 -0.228 0.465
Li -3.537 -2.076 2.927 -0.960 1.247 -0.662
H -5.642 3.343 3.269 0.175 -0.200 0.793
```
Forces are in eV/Å.

Values from the calculation:
E_LUMO = -0.515 eV
HOMO = -7.69 eV
Kohn-Sham gap = 7.17 eV



Record 4
DFT (the ωB97M-V functional and the def2-TZVPD basis) results for a molecular structure, C48H33N7O5P2Se2Ti in a non-equilibrium geometry.

```
98
Properties=species:S:1:pos:R:3:forces:R:3
Ti -0.407 0.126 0.058 2.596 -0.616 3.282
C -3.686 4.595 0.488 -0.141 0.179 -0.104
C -2.809 4.683 1.558 -0.114 0.031 0.004
C -2.010 3.613 1.907 0.133 -0.180 0.057
C -2.068 2.402 1.192 -0.170 0.639 -0.103
C -2.968 2.335 0.114 0.267 -0.163 0.216
C -3.749 3.413 -0.236 -0.064 0.098 0.088
N -1.237 1.336 1.459 -0.220 0.139 -0.567
C -0.510 1.299 2.627 1.257 -0.022 0.997
C -0.965 1.567 3.923 0.015 -0.296 -0.400
C -0.084 1.509 4.990 0.175 0.095 0.233
C 1.262 1.204 4.803 -0.291 0.031 0.237
C 1.734 0.899 3.545 -0.132 -0.100 -0.583
C 0.858 0.927 2.452 -0.531 0.650 1.632
N 1.160 0.632 1.168 -0.620 -0.684 -1.855
N 2.420 0.380 0.836 1.438 -0.029 -0.580
C 2.515 -0.073 -0.411 -0.133 0.366 1.534
C 3.789 -0.190 -1.022 0.262 -0.235 -0.613
C 3.864 -0.553 -2.336 0.347 0.189 0.735
C 2.680 -0.837 -3.030 -1.053 -0.148 -0.084
C 1.476 -0.769 -2.355 0.603 -0.248 -1.349
N 1.366 -0.400 -1.083 -0.451 0.605 1.133
H -4.299 5.443 0.214 -0.061 0.045 -0.020
H -2.739 5.601 2.131 0.015 0.040 -0.017
H -1.305 3.717 2.721 -0.020 0.001 -0.006
H -3.042 1.418 -0.451 -0.139 0.093 0.080
H -4.413 3.313 -1.083 -0.077 0.013 -0.094
H -2.010 1.790 4.098 -0.020 0.067 -0.050
H -0.448 1.713 5.988 -0.030 0.043 0.085
H 1.930 1.183 5.654 0.030 -0.030 0.028
H 2.765 0.629 3.376 0.071 -0.044 -0.063
H 4.659 0.050 -0.430 0.018 0.020 0.039
H 4.820 -0.623 -2.840 0.060 0.017 0.010
H 2.700 -1.110 -4.073 -0.097 -0.081 -0.072
H 0.560 -1.026 -2.878 0.004 -0.062 0.066
O -2.261 0.177 -5.612 0.490 0.261 0.955
C -1.985 0.200 -4.428 -0.710 -0.683 -1.764
C -1.959 -1.004 -3.502 0.039 -1.113 -0.037
O -1.918 -2.180 -3.815 0.200 0.642 0.102
C -1.880 -0.402 -2.126 -0.345 -0.016 -0.369
C -1.303 0.943 -2.298 0.606 -0.563 2.881
O -0.611 1.386 -1.308 -1.942 1.708 -4.187
C -1.440 1.386 -3.659 0.226 3.106 -2.173
O -1.095 2.462 -4.162 -0.541 -1.850 0.981
O -1.463 -1.007 -1.030 -0.148 -1.004 -1.660
Se -0.921 -4.847 5.327 0.216 -0.173 0.195
P -2.205 -3.710 4.108 -0.316 -0.162 0.299
C -3.420 -4.855 3.385 0.281 0.206 -0.046
C -3.441 -5.048 2.013 0.058 0.162 0.083
C -4.280 -5.995 1.456 -0.091 -0.151 -0.121
C -5.098 -6.759 2.268 0.011 -0.056 -0.083
C -5.038 -6.608 3.644 -0.105 -0.051 0.110
C -4.188 -5.676 4.205 -0.053 0.056 0.099
C -3.050 -2.518 5.197 0.091 -0.182 -0.082
C -4.267 -2.770 5.814 0.167 -0.069 0.094
C -4.751 -1.896 6.769 0.019 -0.106 0.204
C -4.023 -0.773 7.118 -0.006 -0.034 0.126
C -2.804 -0.527 6.511 0.011 0.110 0.094
C -2.313 -1.396 5.556 0.016 -0.027 -0.146
C -1.400 -2.785 2.811 -0.329 0.253 -0.260
C -1.686 -1.860 1.788 -0.008 -0.301 0.213
N -0.480 -1.519 1.287 -0.785 -0.886 0.686
N 0.466 -2.181 1.931 0.956 0.088 -0.098
N -0.057 -2.933 2.838 0.393 -0.165 -0.034
P -3.054 -0.985 0.964 -1.066 -0.756 1.026
Se -3.928 -0.062 -2.417 0.684 0.814 -0.145
C -4.213 -0.817 2.395 0.048 0.192 -0.268
C -4.313 0.470 2.916 0.103 -0.006 -0.088
C -5.229 0.766 3.907 -0.147 0.060 0.103
C -6.089 -0.218 4.362 -0.123 0.023 -0.018
C -6.000 -1.503 3.852 -0.230 0.062 -0.216
C -5.055 -1.806 2.888 -0.079 0.029 -0.097
C -3.865 -2.366 0.073 0.070 0.111 -0.070
C -5.250 -2.351 -0.059 0.135 0.070 -0.077
C -5.892 -3.316 -0.809 -0.190 -0.024 -0.088
C -5.157 -4.275 -1.484 -0.067 -0.083 -0.105
C -3.776 -4.266 -1.399 0.052 -0.008 -0.101
C -3.130 -3.326 -0.618 -0.011 0.174 -0.077
H -2.796 -4.456 1.381 -0.003 -0.049 0.059
H -4.290 -6.127 0.386 -0.022 -0.009 -0.073
H -5.761 -7.492 1.830 -0.064 -0.072 -0.032
H -5.646 -7.233 4.283 -0.048 -0.060 0.072
H -4.081 -5.607 5.278 -0.006 -0.019 0.056
H -4.851 -3.632 5.533 -0.047 -0.026 -0.009
H -5.705 -2.095 7.239 -0.099 0.008 0.023
H -4.405 -0.091 7.865 -0.032 0.071 0.058
H -2.225 0.340 6.788 0.074 0.137 -0.012
H -1.355 -1.213 5.087 0.075 0.092 -0.021
H -3.677 1.246 2.514 -0.046 0.057 0.023
H -5.297 1.773 4.298 0.021 0.059 0.031
H -6.830 0.012 5.116 -0.048 0.024 0.085
H -6.677 -2.273 4.200 0.022 -0.040 0.058
H -4.985 -2.811 2.497 -0.077 -0.057 0.001
H -5.819 -1.555 0.404 -0.082 -0.074 0.057
H -6.970 -3.305 -0.882 -0.119 0.003 -0.052
H -5.657 -5.015 -2.093 -0.055 -0.062 -0.046
H -3.197 -4.988 -1.955 0.090 -0.068 -0.067
H -2.047 -3.310 -0.582 -0.039 -0.001 0.054
```
Forces are in eV/Å.

Values from the calculation:
E_LUMO (alpha / beta) = 2.641 / 2.638 eV
HOMO (alpha / beta) = -1.51 / -1.51 eV
Kohn-Sham gap (alpha / beta) = 4.15 / 4.15 eV
net charge = -2



Record 5
DFT (the ωB97M-V functional and the def2-TZVPD basis) results for 2 unconnected molecules or ions with the total composition C5H11ClOSi in a non-equilibrium geometry.

```
19
Properties=species:S:1:pos:R:3:forces:R:3
C -1.026 1.104 -1.425 1.973 1.439 1.151
C 0.229 0.676 -1.225 -0.307 0.986 -0.875
C 0.694 -0.377 -2.230 -0.506 -0.985 1.984
C 1.179 1.301 -0.141 -2.347 0.320 -1.696
Cl 1.901 0.041 0.840 0.399 -0.608 0.742
H -1.564 1.810 -0.806 0.180 0.031 0.110
H -1.437 0.901 -2.364 -1.120 -0.842 -0.966
H 1.006 0.033 -3.162 0.637 0.248 -0.620
H -0.105 -1.143 -2.419 0.503 0.941 0.160
H 1.452 -0.933 -1.677 0.564 -0.168 -0.727
H 0.472 1.969 0.444 1.349 -0.636 -0.337
H 2.029 1.847 -0.591 -0.700 -0.108 0.215
C -0.902 0.862 2.622 -2.867 0.681 -0.702
Si -1.226 -0.703 1.461 0.988 2.394 1.568
O -2.034 -0.495 0.197 -0.599 -1.297 0.161
H -1.233 0.664 3.663 1.112 -0.141 -0.392
H 0.117 1.063 2.378 0.982 -0.041 0.932
H -1.444 1.878 2.417 0.576 -2.074 -0.273
H -0.240 -1.718 1.994 -0.817 -0.141 -0.436
```
Forces are in eV/Å.

Values from the calculation:
E_LUMO = 0.047 eV
HOMO = -8.76 eV
Kohn-Sham gap = 8.81 eV



For each record above, in turn, the calculated E values are -3315.7896, -7352.7657, -2142.1484, -8943.6332, -1021.9599 Ha.